{"formula": "C2H7N3O", "method": "wB97M-V/def2-TZVPD", "elements": ["O", "N", "N", "N", "C", "C", "H", "H", "H", "H", "H", "H", "H"], "xyz": [[0.6901, -1.5642, 0.1297], [-0.0004, -1.5261, 1.1710], [-0.6927, -0.3870, 1.2614], [-0.5863, 0.6336, 0.4080], [1.5224, 0.3490, -0.1061], [-1.1881, 0.3351, -0.8994], [2.2625, -0.3473, -0.4796], [-2.2705, 0.2297, -0.7769], [1.2833, 1.0760, -0.8684], [-0.9729, -0.1861, 2.2156], [1.7687, 0.7541, 0.8661], [-1.0115, 1.1998, -1.5377], [-0.8047, -0.5665, -1.3836]], "mulliken_charge": [-0.312, -0.071, 0.193, -0.542, -0.577, -0.691, 0.273, 0.317, 0.270, 0.253, 0.291, 0.294, 0.302], "relative_energy_kj_mol": 704.7, "lumo_energy_ev": [0.4, 0.4], "e_homo_ev": [-8.85, -8.85]}